Arrangement P

# C5H7N3

An isolated molecule of C5H7N3 (ωB97M-V/def2-TZVPD, the OMol25 dataset).

```
! RIJCOSX wB97M-V def2-TZVPD def2/J DEFGRID3
* xyz 0 1
C 1.458 -1.079 -0.212
C -0.377 0.648 -0.244
C -0.935 -0.042 0.810
C -2.222 0.424 1.314
C -3.336 0.987 1.506
H 1.401 1.007 -2.619
H 2.153 1.496 -1.217
H 2.561 -1.011 -0.570
H 1.543 -2.700 0.749
H -0.619 1.747 -0.441
H -0.164 -0.922 1.369
H -4.445 0.810 2.100
N 1.734 0.714 -1.793
N 0.616 -0.016 -0.894
N 0.630 -2.064 0.143
*
```

Results
Structure (SMILES) = [H]/N=C/N(N)/C=C/C#C
E_LUMO = 0.357 eV
Gap between HOMO and LUMO = 0.2895 Ha
HOMO = -7.521 eV



Arrangement Q

# C5H7N3

An isolated molecule of C5H7N3 (ωB97M-V/def2-TZVPD, the OMol25 dataset).

```
! RIJCOSX wB97M-V def2-TZVPD def2/J DEFGRID3
* xyz 0 1
C 0.197 0.849 0.023
C -0.657 -0.057 -0.920
C -0.670 -0.942 1.057
C 0.060 -0.365 -2.201
C 0.499 -0.658 -3.314
H 1.418 0.062 2.450
H 0.102 0.609 3.301
H 1.292 0.759 -0.266
H -0.062 1.912 -0.174
H -1.569 0.591 -1.160
H -0.862 -1.610 1.878
H 0.813 -0.976 -4.277
N 0.632 0.725 2.410
N -0.181 0.340 1.325
N -1.013 -1.239 -0.132
*
```

Results
Structure (SMILES) = C#C[C@@H]1CN(N)C=N1
E_LUMO = 0.867 eV
Gap between HOMO and LUMO = 0.3609 Ha
HOMO = -8.954 eV



Most stable: arrangement Q (next structure +508.6 kJ/mol)



Arrangement P

# C5H7N3

An isolated molecule of C5H7N3 (ωB97M-V/def2-TZVPD, the OMol25 dataset).

```
! RIJCOSX wB97M-V def2-TZVPD def2/J DEFGRID3
* xyz 0 1
C 0.242 -0.761 1.012
C 0.501 -1.627 -0.083
C 0.146 0.504 -0.676
C -0.144 1.536 -1.354
C -0.839 2.468 -0.712
H -0.575 -0.727 2.791
H -0.243 -2.390 2.213
H 0.475 -2.680 -0.285
H 0.992 -0.913 -2.031
H -0.212 1.600 -2.557
H -0.766 2.062 0.416
H -1.184 3.547 -0.999
N 0.093 -1.502 2.262
N 0.317 -0.864 -1.244
N -0.114 0.477 0.600
*
```

Results
Structure (SMILES) = C=Cc1nc(N)c[nH]1
E_LUMO = 0.335 eV
Gap between HOMO and LUMO = 0.2789 Ha
HOMO = -7.256 eV



Arrangement Q

# C5H7N3

An isolated molecule of C5H7N3 (ωB97M-V/def2-TZVPD, the OMol25 dataset).

```
! RIJCOSX wB97M-V def2-TZVPD def2/J DEFGRID3
* xyz 0 1
C 2.194 1.603 0.004
C 1.295 -0.312 -0.010
C -1.967 1.616 0.065
C -1.102 0.625 -0.096
C 0.985 -1.753 0.004
N 2.449 0.272 0.025
N 0.929 1.917 -0.036
N 0.269 0.759 -0.050
H 2.958 2.352 0.021
H -3.022 1.426 -0.002
H -1.647 2.624 0.258
H -1.425 -0.389 -0.285
H 1.283 -2.202 -0.944
H 1.548 -2.240 0.798
H -0.075 -1.932 0.161
*
```

Results
Structure (SMILES) = C=Cn1ncnc1C
E_LUMO = 0.910 eV
Gap between HOMO and LUMO = 0.3596 Ha
HOMO = -8.873 eV



Arrangement R

# C5H7N3

An isolated molecule of C5H7N3 (ωB97M-V/def2-TZVPD, the OMol25 dataset).

```
! RIJCOSX wB97M-V def2-TZVPD def2/J DEFGRID3
* xyz 0 1
C 0.886 -1.844 0.680
C -0.444 -0.820 -0.628
C -1.060 0.554 -1.003
C -0.173 1.501 -0.165
C 0.674 0.681 0.837
N 0.396 -2.709 -0.194
N -0.404 -2.035 -1.007
N 0.417 -0.658 0.421
H 1.490 -2.087 1.591
H -1.307 0.733 -2.065
H -1.959 0.520 -0.379
H 0.327 2.334 -0.768
H -1.008 1.970 0.342
H 1.747 0.843 0.493
H 0.418 1.017 1.845
*
```

Results
Structure (SMILES) = c1nnc2n1CCC2
E_LUMO = 0.675 eV
Gap between HOMO and LUMO = 0.3654 Ha
HOMO = -9.267 eV



Most stable: arrangement Q (next structure +69.8 kJ/mol)